Formula: C5H7NO
Source: the OMol25 dataset
Level of theory: ωB97M-V/def2-TZVPD

Summary:
Largest force on an atom in eV Å⁻¹: 0.46
LUMO energy in eV: 0.96
SMILES string: Cc1cocc1N
HOMO energy in eV: -8.00
Energy above the lowest of the compared OMol25 structures with the same formula, charge and spin in eV: 0.992
Kohn-Sham gap in eV: 8.957
Charge: 0

Each line ends with the natural charge from an NBO analysis.
Geometry (Å):
C  -1.6942  0.3707  0.6199  -0.627
C  -0.4523  -0.3760  0.2417  -0.135
C  -0.3155  -1.6828  -0.0999  0.103
O  0.8715  -1.9176  -0.7048  -0.409
C  1.5267  -0.7192  -0.7552  0.005
C  0.8011  0.2377  -0.1219  0.076
N  1.2123  1.5307  0.2229  -0.810
H  -2.5849  -0.2510  0.4862  0.223
H  -1.8028  1.2249  -0.0631  0.209
H  -1.6875  0.7664  1.6395  0.220
H  -0.9490  -2.5489  0.0467  0.199
H  2.3890  -0.6530  -1.4038  0.197
H  0.5495  2.2662  0.0164  0.372
H  2.1361  1.7518  -0.1248  0.376

***

Formula: C5H7NO
Source: the OMol25 dataset
Level of theory: ωB97M-V/def2-TZVPD

Summary:
Largest force on an atom in eV Å⁻¹: 0.45
LUMO energy in eV: 0.73
HOMO energy in eV: -7.97
Energy above the lowest of the compared OMol25 structures with the same formula, charge and spin in eV: 3.550
Kohn-Sham gap in eV: 8.699
Charge: 0

Each line ends with the natural charge from an NBO analysis.
Geometry (Å):
C  -1.4006  -0.5626  0.2571  -0.503
C  -0.7094  0.3795  -0.7658  -0.445
C  0.4703  1.1633  -0.1881  -0.070
O  1.7008  0.4179  -0.1398  -0.506
C  1.6703  -0.7077  0.6177  0.330
N  0.6957  -1.5224  0.6293  -0.468
C  -0.4259  -1.6853  0.0050  0.207
H  -1.3918  -0.1334  1.2698  0.204
H  -2.4263  -0.7910  -0.0415  0.221
H  -1.4183  1.0419  -1.2669  0.235
H  0.2480  1.5295  0.8246  0.178
H  0.6968  2.0273  -0.8168  0.202
H  2.5861  -0.8895  1.1691  0.179
H  -0.2958  -0.2675  -1.5539  0.236

***

Formula: C5H7NO
Source: the OMol25 dataset
Level of theory: ωB97M-V/def2-TZVPD

Summary:
Largest force on an atom in eV Å⁻¹: 2.00
LUMO energy (alpha / beta) in eV: -1.15 / -0.09
HOMO energy (alpha / beta) in eV: -6.83 / -8.27
Energy above the lowest of the compared OMol25 structures with the same formula, charge and spin in eV: 4.820
Kohn-Sham gap (alpha / beta) in eV: 5.681 / 8.180
Charge: 0

Each line ends with the natural charge from an NBO analysis.
Geometry (Å):
C  -1.3990  -1.3934  -1.2147  -0.696
C  -0.6163  -0.5931  -0.2562  0.405
C  -0.0454  0.7200  -0.3815  0.137
C  0.3477  0.6141  1.2111  -0.040
C  1.6878  0.5354  1.5410  -0.446
N  0.3733  1.3078  -1.4254  -0.608
O  -0.4576  -0.8511  1.0125  -0.443
H  0.7645  2.2278  -1.2190  0.343
H  -0.3387  1.1026  1.8959  0.214
H  -1.3492  -2.4494  -0.9406  0.241
H  -1.0083  -1.2580  -2.2217  0.246
H  -2.4499  -1.0910  -1.2104  0.246
H  2.3551  -0.0717  0.9445  0.195
H  2.1359  1.2000  2.2646  0.205